Record 1
Here is one molecule with the formula C4H10N2O in a non-equilibrium geometry from the Open Molecules 2025 dataset. Energies are from the ωB97M-V functional and the def2-TZVPD basis.

The structure (SMILES) is CCN(C)/C=N/O. For the lowest unoccupied orbital energy, the calculation gives 0.986 eV. The calculation puts the energy above the lowest of the compared OMol25 structures with the same formula, charge and spin at 105.5 kcal per mole. For the highest occupied orbital energy, the calculation gives -7.57 eV.

Structure (ORCA input):
```
! RIJCOSX wB97M-V def2-TZVPD def2/J DEFGRID3
* xyz 0 1
C 0.9476 1.7100 -0.2521
C 0.6378 0.7629 0.8715
N -0.7392 -0.2958 0.3486
C -2.1129 0.1012 0.1233
C -0.1951 -1.3315 -0.2951
N 1.1101 -1.4172 -0.3277
O 1.5094 -2.7653 -0.5160
H 1.6560 2.4730 0.0934
H 1.4104 1.1898 -1.0939
H 0.0477 2.2102 -0.6156
H 0.0758 1.2182 1.6819
H 1.5185 0.2952 1.3012
H -2.7204 -0.7218 -0.2737
H -2.1676 0.9288 -0.5943
H -2.5615 0.4400 1.0607
H -0.8419 -2.1248 -0.6927
H 2.4254 -2.6730 -0.8194
*
```

***

Record 2
Here is C17H42BFHfO17S4 as an isolated structure in a non-equilibrium geometry from the Open Molecules 2025 dataset. Energies are from the ωB97M-V functional and the def2-TZVPD basis.

For the lowest unoccupied orbital energy (spin up / spin down), the calculation gives -10.472 / -13.970 eV. For the highest occupied orbital energy (spin up / spin down), the calculation gives -17.43 / -17.43 eV.

Structure (ORCA input):
```
! RIJCOSX wB97M-V def2-TZVPD def2/J DEFGRID3
* xyz 3 2
Hf 29.0585 15.3994 -19.2153
B 30.8156 16.5915 -20.5897
H 31.4331 17.2759 -20.0289
H 29.8063 16.9732 -20.5899
H 31.1750 16.4240 -21.5932
H 30.9923 15.6298 -20.1335
C 25.7615 18.2072 -18.6503
C 26.8617 17.2754 -19.0194
O 26.6534 16.1021 -19.2326
O 28.0509 17.6481 -19.0217
H 25.1218 17.5788 -18.0306
H 25.3284 18.7538 -19.4880
H 26.1990 18.9586 -17.9930
O 32.1674 17.8022 -16.1806
S 30.9411 18.0627 -16.9428
O 30.3257 17.0250 -17.7884
O 29.7325 18.6014 -15.8399
C 30.1593 19.2973 -14.6466
C 28.9876 20.0282 -13.9781
C 30.8916 19.6292 -17.8542
H 30.8644 20.0934 -14.8858
H 30.6544 18.4847 -14.1150
H 29.0943 20.3750 -12.9503
H 28.2240 19.2539 -14.0512
H 28.3811 20.8309 -14.3977
H 29.8185 19.8087 -17.9199
H 31.2300 19.5264 -18.8852
H 31.3435 20.3763 -17.2018
O 23.6452 20.9840 -17.1355
S 23.3583 21.9598 -18.1853
O 22.3427 22.9315 -17.8768
O 24.6993 22.6561 -18.6784
C 24.7426 23.2995 -19.9338
C 25.3756 24.6163 -19.6371
C 22.9033 21.0074 -19.7018
H 23.7256 23.5705 -20.2172
H 25.1676 22.7747 -20.7894
H 26.4240 24.5042 -19.3607
H 24.8754 25.0022 -18.7488
H 25.3296 25.2813 -20.4995
H 22.6409 21.6500 -20.5423
H 21.9958 20.4187 -19.5675
H 23.7442 20.4488 -20.1130
O 28.2321 15.2788 -21.4673
S 27.7606 14.9412 -22.8369
O 27.1823 15.9190 -23.7296
O 29.0572 14.3286 -23.6584
C 29.0571 14.1741 -25.0727
C 29.6566 15.3737 -25.6426
C 26.6515 13.3688 -22.7660
H 28.0204 14.1243 -25.4054
H 29.3851 13.1972 -25.4279
H 29.6244 15.4554 -26.7290
H 30.7101 15.4522 -25.3742
H 29.0755 16.2500 -25.3556
H 25.9179 13.6142 -21.9980
H 27.2664 12.4875 -22.5839
H 26.2042 13.2638 -23.7544
O 25.9902 15.8849 -15.8840
S 27.3482 15.3138 -15.8173
O 28.2512 15.3463 -16.9806
O 28.1725 15.7912 -14.4904
C 27.4460 16.0898 -13.2875
C 28.4003 16.0268 -12.0614
C 27.2410 13.5927 -15.2515
H 26.7413 15.3236 -12.9643
H 26.9813 17.0626 -13.4483
H 28.5796 15.0377 -11.6399
H 28.0131 16.7028 -11.2991
H 29.3290 16.5191 -12.3500
H 26.8803 13.0098 -16.0990
H 26.4412 13.6815 -14.5162
H 28.1202 13.1891 -14.7494
C 22.6107 15.6958 -19.5064
C 22.2733 17.0344 -20.1327
O 23.3728 17.2710 -20.8528
C 24.0305 16.1734 -21.1596
O 24.8850 16.1381 -22.0465
O 23.4530 15.1218 -20.5426
F 22.2105 17.8807 -19.0770
H 21.7801 15.0017 -19.3780
H 23.1615 15.8697 -18.5820
H 21.3183 17.0540 -20.6576
*
```

***

no.,total energy (eV)
1,-9334.413
2,-101122.685